Record 1
DFT (ωB97M-V with the def2-TZVPD basis set) results for a single C8H10N2O4 molecule at a distorted geometry.

XYZ file:
```
24
Properties=species:S:1:pos:R:3:forces:R:3
O -0.438515 -1.307254 2.087370 -0.9 -1.4 2.2
O -0.202074 -0.441490 -2.700247 -1.0 -1.7 2.1
O -3.999215 0.360338 -3.580131 -4.0 0.6 -1.1
O 0.696585 0.629581 2.144422 0.4 0.9 -0.1
C 0.060647 -0.374811 1.552479 1.0 -0.3 1.0
C -1.182275 -0.707717 -1.945971 2.9 3.6 -3.9
C -2.831557 0.220999 -3.520097 1.6 3.1 -4.7
C 3.603988 0.464540 2.429424 -2.9 -1.3 0.6
C 0.074488 -0.407275 0.144054 -4.0 0.5 -5.3
C -1.104328 -0.841858 -0.511380 4.3 0.2 2.3
C 2.693036 -0.214278 3.243080 1.6 4.0 -2.1
N -1.928980 0.821247 -4.381505 0.6 -0.1 -1.3
N -2.397137 -0.375186 -2.455512 2.0 -3.3 4.9
C 1.278663 0.386237 3.439282 0.7 -0.9 -0.4
H 4.607673 0.099434 2.286629 0.2 0.0 0.2
H 3.278646 1.287602 1.745335 0.2 -0.8 0.8
H 0.744630 0.131076 -0.511820 0.5 -0.1 0.3
H -1.869809 -1.285729 0.068013 -0.8 -0.3 0.4
H 3.119514 -0.896059 3.919664 0.0 -1.2 0.7
H -0.953807 0.606336 -4.265797 0.1 -0.3 0.5
H -2.100665 1.097219 -5.375639 -0.8 -0.5 1.8
H -3.097979 -0.343720 -1.773784 -1.4 -0.4 0.9
H 0.615952 -0.242002 4.003055 -0.2 -0.5 0.2
H 1.332520 1.332772 3.959078 0.0 0.3 -0.2
```
Forces are in eV/Å.

- Orbital gap: 0.333 hartree
- Highest occupied orbital energy: -10.166 eV
- Electronic energy: -721.256838 a.u.
- ΔE to the lowest compared entry with this formula, charge and spin: 46.89 kcal/mol
- Molecular weight: 198.18 g mol⁻¹
- Net charge: 0
- SMILES: C=CCOC(=O)/C=C/C(=O)NC(N)=O

Record 2
DFT (ωB97M-V with the def2-TZVPD basis set) results for a molecular structure, C24H37BaN4O3SeSi at a distorted geometry.

XYZ file:
```
71
Properties=species:S:1:pos:R:3:forces:R:3
Ba 0.555907 -0.905293 -0.380843 -0.8 0.5 0.2
O 0.981011 -2.924340 -1.545047 0.3 -1.1 -0.5
C 0.338076 -3.986876 -1.203931 0.7 0.2 0.3
C -0.325219 -4.744761 -2.203700 -0.3 -0.2 0.2
C -1.024835 -5.886790 -1.898003 0.0 0.0 -0.1
C -1.068509 -6.373492 -0.587939 0.0 0.0 0.1
C -0.380748 -5.688284 0.391509 -0.1 0.0 0.2
C 0.308732 -4.493253 0.151631 0.3 0.2 0.1
C 1.082781 -3.912689 1.295490 0.1 -0.1 -0.4
N 1.438526 -2.698096 1.408754 0.1 0.2 -0.2
C 2.337093 -2.157642 2.423776 0.1 -0.3 -0.4
C 3.444786 -1.299339 1.743996 -0.3 0.3 0.1
N 2.864740 -0.131087 1.067761 -0.3 -0.5 0.1
C 3.212864 1.050947 1.391698 -0.2 0.3 -0.1
C 2.623614 2.325828 0.931147 0.1 -0.4 0.3
C 3.197261 3.481380 1.476574 0.0 0.1 0.0
C 2.687056 4.740752 1.234501 0.1 -0.1 0.1
C 1.540207 4.848903 0.442035 -0.1 0.0 -0.1
C 0.938800 3.743121 -0.113867 0.2 0.2 0.1
C 1.468103 2.443390 0.080782 0.4 -0.4 0.0
O 0.955116 1.422236 -0.502178 0.3 1.3 -0.1
H -0.262511 -4.371062 -3.217909 0.0 0.0 0.0
H -1.537398 -6.424646 -2.688358 0.0 0.0 0.0
H -1.618271 -7.273284 -0.348140 0.0 0.0 0.0
H -0.386056 -6.075138 1.406841 0.0 0.0 0.0
H 1.392660 -4.641910 2.060715 -0.1 -0.1 0.0
H 2.788407 -2.963736 3.018809 0.1 0.1 0.0
H 1.776164 -1.504394 3.096469 -0.1 0.0 0.0
H 3.940101 -1.930049 1.001761 0.0 0.0 0.0
H 4.182458 -0.997323 2.501005 0.0 0.0 0.0
H 4.025355 1.182234 2.124647 0.0 0.0 0.0
H 4.065821 3.366037 2.118372 0.0 0.0 0.0
H 3.146397 5.616189 1.673007 0.0 0.0 0.0
H 1.109041 5.827886 0.261512 0.0 0.0 0.0
H 0.045447 3.831856 -0.717791 0.0 0.0 0.0
N -1.228818 -0.316031 -2.538613 -0.2 0.0 0.1
C -2.359868 -1.241962 -2.403766 -0.1 0.1 0.2
C -3.022030 -1.124154 -1.026331 0.1 -0.2 0.0
N -2.145600 -1.487388 0.102259 -0.1 -0.1 -0.3
H -1.534053 0.642882 -2.403742 0.0 0.0 0.0
H -0.794172 -0.345371 -3.453706 0.0 -0.1 0.0
H -1.998430 -2.264220 -2.547511 0.1 0.0 0.0
H -3.130729 -1.051644 -3.162131 -0.1 -0.1 0.0
H -3.929134 -1.737460 -1.017139 -0.1 0.1 -0.1
H -3.348489 -0.091361 -0.877401 0.0 0.0 0.1
H -2.153328 -2.497764 0.245655 -0.1 0.1 -0.1
H -2.571127 -1.089498 0.953648 0.0 0.0 0.0
C 3.108671 0.228661 -2.778784 0.1 -0.1 0.1
C 2.242652 1.319038 -3.352280 -0.2 -0.1 -0.1
C 2.724538 2.735867 -3.198680 0.0 0.0 0.0
O 1.214329 1.062176 -3.940716 0.0 0.0 0.0
H 4.108592 0.292342 -3.215740 0.0 0.0 0.0
H 2.684164 -0.753783 -2.983300 0.0 0.0 0.0
H 3.232748 0.353291 -1.698915 0.0 0.1 0.0
H 3.801274 2.806762 -3.360237 0.0 0.0 0.0
H 2.527003 3.070801 -2.177645 0.0 0.0 0.0
H 2.186681 3.377586 -3.892616 0.0 0.0 0.0
C -3.503955 2.937961 3.918618 0.0 0.0 0.0
Si -3.628955 1.998729 2.281508 0.1 0.1 0.0
C -2.023001 2.355765 1.347890 0.0 0.0 0.0
C -4.997917 2.844147 1.282142 0.0 0.0 0.0
Se -3.984267 -0.155941 2.561633 -0.1 -0.1 0.2
H -3.573420 4.020789 3.775323 0.0 0.0 0.0
H -2.550044 2.717544 4.403678 0.0 0.0 0.0
H -4.300471 2.622623 4.595074 0.0 0.0 0.0
H -1.832655 3.426616 1.225218 0.0 0.0 0.0
H -2.053138 1.904043 0.351536 0.0 0.0 0.0
H -1.168354 1.923335 1.874714 0.0 0.0 0.0
H -4.962581 3.934362 1.371745 0.0 0.0 0.0
H -5.976677 2.498091 1.619406 0.0 0.0 0.0
H -4.902414 2.585891 0.224117 0.0 0.0 0.0
```
Forces are in eV/Å.

- Orbital gap: 0.217 hartree
- Highest occupied orbital energy: -3.806 eV
- Electronic energy: -4098.123790 a.u.
- ΔE to the lowest compared entry with this formula, charge and spin: 29.44 kcal/mol
- Molecular weight: 673.96 g mol⁻¹
- Net charge: -1

Record 3
DFT (ωB97M-V with the def2-TZVPD basis set) results for a molecular structure, C32H35BCdNO4S2.

XYZ file:
```
76
Properties=species:S:1:pos:R:3:forces:R:3
Cd -0.339496 -0.296780 0.256903 -0.6 0.1 0.0
O -1.391352 1.611890 -0.373544 -0.2 0.1 0.1
S -2.881623 1.665547 0.228603 0.1 -0.3 0.0
C -3.082254 -0.395199 -2.295435 -0.1 -0.1 0.0
C -2.490205 -2.809343 -1.723928 0.1 0.0 0.0
C -1.179553 -2.604279 -2.490509 -0.1 -0.1 0.0
C -0.204630 -3.776651 -2.420192 0.0 0.0 0.0
S 1.428875 -3.228915 -1.861368 -0.1 0.0 0.2
O 1.154427 -2.389283 -0.657448 0.2 -0.1 -0.1
C 1.753762 -2.092120 -3.202797 0.1 -0.1 -0.1
C 2.020586 -2.590131 -4.470549 0.0 0.0 -0.1
C 2.255013 -1.704506 -5.511337 0.0 -0.1 0.0
C 2.235015 -0.334268 -5.273132 0.0 0.0 0.0
C 1.995322 0.148042 -3.995829 0.0 0.0 0.0
C 1.760252 -0.734774 -2.948200 0.0 0.1 0.0
C -3.188986 -0.222687 0.751170 0.0 0.6 -0.1
C -2.896991 -0.146637 2.211803 0.0 -0.2 0.0
C -3.812022 -0.383358 3.157282 -0.1 0.0 0.0
C -5.160246 -0.819405 2.797295 0.0 0.0 0.1
C -5.547327 -0.925321 1.527001 0.0 0.0 -0.1
C -4.652429 -0.560215 0.382397 0.0 -0.1 0.1
H -2.101680 0.077764 -2.337431 0.0 0.0 0.0
H -3.759086 0.392654 -1.950040 0.0 0.0 -0.1
H -3.227243 -3.295981 -2.368838 0.0 0.0 0.0
H -2.322002 -3.452821 -0.856375 0.0 0.0 0.0
H -0.695053 -1.721582 -2.071292 0.1 0.0 0.0
H -1.381435 -2.373692 -3.536495 0.0 0.0 0.0
H -0.050752 -4.295746 -3.368560 -0.1 0.0 0.0
H -0.487319 -4.509739 -1.662236 0.0 0.0 0.0
H 2.040187 -3.661890 -4.642796 0.0 0.0 0.0
H 2.455456 -2.080487 -6.507017 0.0 0.0 0.0
H 2.413679 0.357429 -6.086956 0.0 0.0 0.0
H 1.985585 1.213782 -3.806163 0.0 0.0 0.0
H 1.598136 -0.373496 -1.940150 0.0 0.0 0.0
H -1.886811 0.129972 2.494010 0.1 0.1 0.0
H -3.565427 -0.257480 4.205251 0.0 0.0 0.0
H -5.849754 -1.081523 3.594036 0.0 0.0 0.0
H -6.548017 -1.276870 1.287557 0.0 0.0 0.0
H -5.089736 0.302605 -0.136314 0.0 0.0 0.0
N -2.337726 -1.095986 0.021871 0.1 0.0 0.2
C -3.063717 -1.496571 -1.184765 0.1 0.1 -0.1
C -3.521558 -0.867800 -3.647605 0.0 0.0 0.1
C -4.693309 -1.454112 -3.901422 -0.1 0.0 0.1
C -5.744415 -1.719021 -2.912607 0.1 0.0 -0.1
C -5.654728 -1.792610 -1.579823 0.0 0.0 0.0
C -4.484576 -1.706177 -0.647832 -0.1 0.0 0.0
H -2.838260 -0.721677 -4.480446 0.0 0.0 0.0
H -4.926052 -1.732109 -4.925050 0.0 0.0 0.0
H -6.737103 -1.859684 -3.332605 0.0 0.0 0.0
H -6.594833 -1.960965 -1.056856 0.0 0.0 0.0
H -4.461328 -2.643991 -0.077462 0.0 0.0 0.0
C 7.309842 3.159957 4.146146 0.0 0.0 0.0
C 5.827449 2.957740 4.462776 0.0 0.0 0.0
C 5.202048 4.332307 4.738893 0.0 0.0 0.0
C 5.726574 2.095282 5.728399 0.0 0.0 0.0
C 5.073497 2.284013 3.312377 0.0 0.0 0.0
C 5.671669 2.010655 2.084435 0.0 0.0 0.0
C 4.972631 1.412361 1.027631 0.1 0.0 0.0
C 3.654947 1.098330 1.241211 -0.1 -0.1 -0.1
O 2.747975 0.510692 0.402662 0.0 0.1 0.1
B 1.526515 0.409657 1.121349 0.5 0.0 0.0
O 1.743369 0.956412 2.407073 0.0 0.0 0.0
C 3.045218 1.366697 2.455402 -0.1 0.0 0.0
C 3.721355 1.951018 3.496410 0.0 0.1 0.1
H 7.806790 3.607210 5.010272 0.0 0.0 0.0
H 7.452320 3.830229 3.295503 0.0 0.0 0.0
H 7.804310 2.211075 3.925268 0.0 0.0 0.0
H 5.728366 4.836647 5.555119 0.0 0.0 0.0
H 4.150638 4.239337 5.017021 0.0 0.0 0.0
H 5.257925 4.962665 3.848649 0.0 0.0 0.0
H 6.301165 2.548447 6.541295 0.0 0.0 0.0
H 6.121164 1.093710 5.542637 0.0 0.0 0.0
H 4.694181 1.991517 6.066055 0.0 0.0 0.0
H 6.711906 2.258706 1.923781 0.0 0.0 0.0
H 5.451818 1.205471 0.078865 0.0 0.0 0.0
H 3.204172 2.149569 4.427645 0.0 0.0 0.0
```
Forces are in eV/Å.

- Orbital gap: 0.188 hartree
- Highest occupied orbital energy: -2.855 eV
- Electronic energy: -2585.103644 a.u.
- ΔE to the lowest compared entry with this formula, charge and spin: 0.00 kcal/mol
- Molecular weight: 684.99 g mol⁻¹
- Net charge: -1

Record 4
DFT (ωB97M-V with the def2-TZVPD basis set) results for a molecular structure, C35H38GdN7O3S4 at a distorted geometry.

XYZ file:
```
88
Properties=species:S:1:pos:R:3:forces:R:3
Gd 1.040929 1.575568 -0.793314 1.2 -0.8 -0.1
C 2.105242 3.162724 3.797051 -0.1 0.0 -0.2
C 1.475845 2.741174 2.498027 0.2 0.0 0.2
N 2.128107 2.288779 1.482748 0.0 0.2 -0.1
N 3.427361 2.201811 1.439616 0.1 -0.1 0.3
C 4.068646 1.437112 0.377286 -0.1 -0.1 -0.8
N 5.408288 1.182548 0.827135 0.1 0.1 0.1
S 3.889309 2.253684 -1.269319 -0.3 0.3 0.1
C 0.027546 2.793555 2.341900 -0.3 -0.1 -0.1
C -0.800112 3.315104 3.341933 0.2 0.0 -0.1
C -2.163760 3.366018 3.138621 -0.1 -0.1 -0.1
C -2.687034 2.879724 1.950786 0.0 0.0 0.1
C -1.806932 2.359079 1.016278 0.0 0.0 0.1
N -0.489361 2.321973 1.187798 -0.2 0.1 0.3
H 3.145684 2.848749 3.854405 0.0 0.0 0.1
H 1.577928 2.703939 4.634406 0.0 0.0 0.0
H 2.073072 4.249104 3.913812 0.0 0.0 0.1
H 4.013934 2.392291 2.238161 0.0 -0.1 0.1
H 5.665526 0.256032 0.486222 -0.1 -0.1 0.0
H 6.041426 1.849456 0.406206 0.0 0.0 -0.1
H -0.370604 3.697161 4.256309 0.0 0.0 0.0
H -2.816431 3.781378 3.897257 0.0 0.0 0.0
H -3.747822 2.907908 1.742465 0.0 0.0 0.0
H -2.174957 1.972128 0.076389 0.0 0.0 0.0
C -3.379189 -4.216042 0.886080 -0.1 0.0 0.0
O -2.273864 -4.802312 1.572836 0.0 0.1 0.0
C -1.203870 -5.141481 0.771297 0.0 0.0 -0.1
C -0.874706 -6.477697 0.629098 0.0 0.0 0.0
C 0.202867 -6.853930 -0.158885 0.0 0.0 0.0
C 0.959069 -5.880589 -0.794824 0.0 0.0 0.0
C 0.656522 -4.538303 -0.632662 0.0 0.1 0.1
C -0.428974 -4.151474 0.153349 0.1 -0.1 -0.1
N -0.753311 -2.817340 0.404820 -0.1 0.0 0.2
C -0.330344 -1.706636 -0.322200 0.2 0.0 0.2
N -0.404463 -1.907113 -1.645518 -0.2 -0.1 -0.2
C 0.038556 -1.178463 -2.775046 0.2 0.1 0.2
C 0.739674 0.027153 -2.717619 -0.4 0.0 -0.2
C 1.102912 0.541960 -3.972790 0.0 0.1 0.2
C 0.771351 -0.053024 -5.179843 0.1 0.1 -0.1
C 0.066777 -1.246475 -5.190451 -0.1 -0.1 0.0
C -0.276781 -1.815449 -3.982943 0.1 0.0 0.0
O -0.967698 -3.026482 -3.924156 -0.1 0.1 -0.1
C -0.232985 -4.128832 -4.425812 0.1 -0.1 0.0
N 0.046375 -0.611096 0.254458 -0.2 0.3 -0.1
C 0.108009 -0.588386 1.668357 0.0 -0.2 0.2
C 1.338767 -0.598459 2.311963 -0.1 -0.1 0.0
C 1.424324 -0.500069 3.695123 0.0 0.0 0.1
C 0.271137 -0.411705 4.452622 0.1 0.0 0.1
C -0.974473 -0.445384 3.836152 -0.1 0.0 0.1
C -1.059523 -0.537510 2.456394 0.2 -0.1 -0.1
O -2.240683 -0.650030 1.774755 0.0 0.1 -0.1
C -3.429472 -0.618912 2.532444 -0.1 -0.1 0.0
H -4.261867 -4.419358 1.491674 0.0 0.0 0.0
H -3.507704 -4.668186 -0.100368 0.0 0.0 0.0
H -3.264147 -3.137572 0.764890 0.1 0.0 0.0
H -1.479652 -7.213286 1.144174 0.0 0.0 0.0
H 0.453144 -7.901499 -0.265543 0.0 0.0 0.0
H 1.810842 -6.163784 -1.399769 0.0 0.0 0.0
H 1.289845 -3.775407 -1.069262 0.0 0.0 0.0
H -1.061630 -2.628078 1.343983 0.0 0.0 0.0
H -0.846930 -2.770983 -1.921094 -0.1 0.0 0.1
H 1.671109 1.469528 -4.012411 0.0 0.0 0.0
H 1.062835 0.406834 -6.117547 0.0 0.0 0.0
H -0.219295 -1.726115 -6.118865 0.0 0.0 0.0
H 0.012332 -4.004828 -5.483569 0.0 0.0 0.0
H -0.863537 -5.009369 -4.306494 0.0 0.0 0.0
H 0.696825 -4.271589 -3.865544 0.0 0.0 0.0
H 2.226421 -0.703748 1.703195 0.0 0.0 0.0
H 2.396965 -0.506879 4.171726 0.0 0.0 0.0
H 0.324336 -0.343118 5.532726 0.0 0.0 0.0
H -1.870007 -0.408834 4.442515 0.0 0.0 0.0
H -4.244564 -0.601799 1.811309 0.0 0.0 0.0
H -3.482806 0.272980 3.159697 0.0 0.1 0.0
H -3.527025 -1.509730 3.162936 0.0 0.0 0.0
C -1.800736 4.938979 -3.684033 0.1 0.0 0.1
C -0.951429 4.322268 -2.592092 -0.6 -0.9 -0.2
S -1.265448 2.667994 -2.280507 0.1 0.5 -0.3
C -0.020385 5.092414 -1.909886 0.8 0.2 0.8
C 0.121424 6.574380 -2.178810 -0.2 0.0 -0.1
S 1.048170 4.500618 -0.715000 -0.4 0.2 -0.5
H -2.392883 4.164765 -4.162482 0.0 0.0 0.0
H -1.176002 5.420163 -4.440582 0.0 0.0 0.0
H -2.479809 5.693384 -3.276446 0.0 0.0 0.0
H -0.607356 6.950195 -2.896006 0.0 0.0 0.0
H 1.122704 6.792384 -2.552333 0.0 0.0 0.0
H -0.000629 7.120457 -1.242636 0.0 0.0 0.0
S 3.934867 -1.137751 -0.524440 -0.2 -0.1 0.1
C 3.224179 0.311673 -0.132305 -0.2 0.2 0.1
```
Forces are in eV/Å.

- Orbital gap (spin up / spin down): 0.203 / 0.183 hartree
- Highest occupied orbital energy (spin up / spin down): -3.337 / -3.451 eV
- Electronic energy: -4323.861833 a.u.
- ⟨S²⟩: 12.20
- Molecular weight: 890.25 g mol⁻¹
- Net charge: -1
- 2S+1: 7

Repeat the first record exactly.
DFT (ωB97M-V with the def2-TZVPD basis set) results for a single C8H10N2O4 molecule at a distorted geometry.

XYZ file:
```
24
Properties=species:S:1:pos:R:3:forces:R:3
O -0.438515 -1.307254 2.087370 -0.9 -1.4 2.2
O -0.202074 -0.441490 -2.700247 -1.0 -1.7 2.1
O -3.999215 0.360338 -3.580131 -4.0 0.6 -1.1
O 0.696585 0.629581 2.144422 0.4 0.9 -0.1
C 0.060647 -0.374811 1.552479 1.0 -0.3 1.0
C -1.182275 -0.707717 -1.945971 2.9 3.6 -3.9
C -2.831557 0.220999 -3.520097 1.6 3.1 -4.7
C 3.603988 0.464540 2.429424 -2.9 -1.3 0.6
C 0.074488 -0.407275 0.144054 -4.0 0.5 -5.3
C -1.104328 -0.841858 -0.511380 4.3 0.2 2.3
C 2.693036 -0.214278 3.243080 1.6 4.0 -2.1
N -1.928980 0.821247 -4.381505 0.6 -0.1 -1.3
N -2.397137 -0.375186 -2.455512 2.0 -3.3 4.9
C 1.278663 0.386237 3.439282 0.7 -0.9 -0.4
H 4.607673 0.099434 2.286629 0.2 0.0 0.2
H 3.278646 1.287602 1.745335 0.2 -0.8 0.8
H 0.744630 0.131076 -0.511820 0.5 -0.1 0.3
H -1.869809 -1.285729 0.068013 -0.8 -0.3 0.4
H 3.119514 -0.896059 3.919664 0.0 -1.2 0.7
H -0.953807 0.606336 -4.265797 0.1 -0.3 0.5
H -2.100665 1.097219 -5.375639 -0.8 -0.5 1.8
H -3.097979 -0.343720 -1.773784 -1.4 -0.4 0.9
H 0.615952 -0.242002 4.003055 -0.2 -0.5 0.2
H 1.332520 1.332772 3.959078 0.0 0.3 -0.2
```
Forces are in eV/Å.

- Orbital gap: 0.333 hartree
- Highest occupied orbital energy: -10.166 eV
- Electronic energy: -721.256838 a.u.
- ΔE to the lowest compared entry with this formula, charge and spin: 46.89 kcal/mol
- Molecular weight: 198.18 g mol⁻¹
- Net charge: 0
- SMILES: C=CCOC(=O)/C=C/C(=O)NC(N)=O

- net charge of number 2 (C24H37BaN4O3SeSi)?
  -1